This record from OMol25 describes a cluster of 2 separate species, C21H38BF4N5O6S2 in total at a distorted geometry. The level of theory is ωB97M-V/def2-TZVPD.

The strongest force on any atom is 2.65 eV Å⁻¹. The HOMO energy comes out at -7.19 eV. The calculation puts the HOMO-LUMO gap at 4.61 eV. The calculation puts the LUMO energy at -2.6 eV. The electronic energy is -75337.2379 eV. Its spin multiplicity is 1.

```
77
C21H38BF4N5O6S2 | OMol25 | ωB97M-V/def2-TZVPD
C -0.440 5.009 0.720
C -0.575 4.132 1.549
C -0.519 3.273 2.853
N 0.219 1.974 2.650
C 1.663 2.000 3.041
S 2.687 3.155 2.017
C 2.646 2.631 0.246
C 2.375 3.815 -0.787
C -0.379 0.907 2.177
N 0.328 -0.336 2.051
C 0.015 -1.102 0.813
B 1.170 -0.819 -0.318
O 2.572 -0.846 0.000
C 0.834 -0.474 -1.881
C 2.208 -0.147 -2.666
C 0.189 -2.663 1.202
F -0.009 -3.404 0.012
C 1.535 -2.996 1.968
C 2.440 -3.891 0.975
C -1.474 -0.970 0.276
C -2.191 0.410 0.580
C -2.006 1.514 -0.570
C -2.423 1.021 -2.020
C -3.602 1.891 -2.675
N -3.276 2.846 -3.766
O -4.769 1.789 -2.365
C -3.773 0.092 0.583
N -4.611 1.312 0.574
C -5.223 1.604 1.909
N -1.796 1.065 1.857
O -2.473 0.574 2.960
H -0.223 5.934 0.126
H -1.551 3.097 3.293
H 0.045 3.828 3.671
H 2.130 0.983 3.131
H 1.682 2.446 4.089
H 1.778 1.903 0.134
H 3.639 2.161 -0.013
H 1.279 3.755 -1.079
H 2.664 4.832 -0.404
H 2.944 3.551 -1.737
H 0.141 -0.853 2.921
H 2.919 0.059 0.108
H 0.271 -1.312 -2.388
H 0.262 0.501 -1.865
H 1.962 0.094 -3.745
H 2.656 0.756 -2.132
H 2.968 -0.970 -2.575
H -0.666 -2.919 1.918
H 1.274 -3.629 2.876
H 2.174 -2.108 2.228
H 3.485 -3.992 1.383
H 1.995 -4.920 0.870
H 2.476 -3.430 -0.055
H -2.082 -1.769 0.823
H -1.568 -1.254 -0.820
H -0.890 1.767 -0.569
H -2.526 2.483 -0.302
H -1.557 1.124 -2.751
H -2.773 -0.048 -2.084
H -2.655 3.580 -3.410
H -2.844 2.335 -4.546
H -4.053 -0.657 1.398
H -3.992 -0.454 -0.393
H -5.419 1.061 -0.018
H -5.495 0.643 2.447
H -6.178 2.184 1.696
H -4.480 2.232 2.500
H -2.119 -0.308 3.227
C 3.054 -5.890 -2.970
F 2.903 -6.141 -4.290
F 2.209 -4.865 -2.683
F 2.560 -6.973 -2.324
S 4.814 -5.519 -2.507
O 5.165 -4.343 -3.287
O 5.559 -6.707 -2.881
O 4.776 -5.278 -1.073
```